# 1
Density functional theory data (ωB97M-V with the def2-TZVPD basis set) for 2 unconnected molecules or ions with the total composition C6H9NO2.

Last column: Mulliken charge in e.
Positions of all 18 atoms, in Å:
C -1.0452 -1.6901 0.0055  -1.32
C 0.6525 0.1398 -1.7655  -1.21
C 1.7811 -0.9352 0.8418  0.09
C -0.4567 -0.3990 0.4954  0.75
C -0.0830 0.6307 -0.5586  0.88
C -0.4562 1.8999 -0.4043  -1.12
O -0.0199 0.9926 2.2593  -0.37
N -0.5939 -0.1834 1.7479  -0.53
O 2.4300 -0.1829 1.3890  -0.17
H 0.0327 0.8286 3.2099  0.36
H -0.3172 -2.2347 -0.5919  0.33
H -1.3314 -2.3000 0.8567  0.43
H -1.9247 -1.4889 -0.6106  0.30
H 0.0355 -0.5400 -2.3525  0.27
H 0.9467 0.9826 -2.3920  0.39
H 1.5536 -0.4016 -1.4514  0.32
H -0.1865 2.6541 -1.1291  0.31
H -1.0174 2.2274 0.4503  0.30

Computed properties:
Energy relative to the best compared isomer or geometry (same formula, charge and spin)   74.5 kcal per mole
Calculated total energy   -439.1576 hartree
E_HOMO   -0.33661 hartree

***

# 2
Density functional theory data (ωB97M-V with the def2-TZVPD basis set) for a molecular structure, C44H37N3O4PS2Zr.

Last column: Mulliken charge in e.
Positions of all 92 atoms, in Å:
Zr -0.1605 -0.0829 0.2113  -0.67
O -0.7311 2.6728 -1.0953  -0.64
C -1.0059 1.5014 -1.3135  1.03
C -1.7635 1.1935 -2.5864  -0.37
C -2.5232 2.1843 -3.2059  -0.78
C -3.2494 1.8892 -4.3458  -0.84
C -3.2134 0.6066 -4.8880  -0.74
C -2.4459 -0.3782 -4.2896  -0.35
C -1.7235 -0.0857 -3.1339  0.09
P -0.6536 -1.2612 -2.2766  2.30
C 0.8087 -1.5295 -3.3255  0.62
C 0.8247 -1.2841 -4.6947  -0.71
C 1.9760 -1.5176 -5.4323  -0.62
C 3.1155 -2.0136 -4.8136  -0.85
C 3.1070 -2.2675 -3.4495  -0.57
C 1.9616 -2.0153 -2.7096  0.15
C -1.5348 -2.8550 -2.3679  0.31
C -2.9126 -2.8848 -2.1420  -0.70
C -3.5845 -4.0956 -2.0813  -0.76
C -2.8898 -5.2902 -2.2276  -0.59
C -1.5227 -5.2677 -2.4616  -0.86
C -0.8486 -4.0555 -2.5405  -0.02
H -2.5308 3.1765 -2.7731  0.58
H -3.8506 2.6547 -4.8191  0.42
H -3.7854 0.3783 -5.7776  0.48
H -2.4222 -1.3767 -4.7106  0.56
H -0.0548 -0.8912 -5.1886  0.35
H 1.9830 -1.3104 -6.4942  0.44
H 4.0106 -2.1967 -5.3932  0.40
H 3.9959 -2.6438 -2.9598  0.47
H 1.9815 -2.1569 -1.6356  -0.18
H -3.4564 -1.9593 -2.0087  0.45
H -4.6539 -4.1063 -1.9159  0.42
H -3.4163 -6.2336 -2.1719  0.42
H -0.9782 -6.1926 -2.6002  0.46
H 0.2131 -4.0524 -2.7612  0.41
S 5.3127 -1.9329 1.9060  -0.01
C 6.4456 -2.8266 2.8223  -0.47
C 6.2193 -2.7078 4.1581  -0.59
C 5.0991 -1.8890 4.4488  -0.55
C 4.4921 -1.3998 3.3271  0.02
C 3.3165 -0.5300 3.2497  0.71
C 2.4165 -0.6391 2.1764  -0.90
N 1.3423 0.1071 2.0458  0.72
C 1.0845 1.0524 2.9720  -0.41
C 1.9066 1.2387 4.0904  0.95
C 1.5683 2.2600 5.0414  -1.04
C 0.4761 3.0305 4.8630  -1.19
C -0.3740 2.8654 3.7166  1.12
C -1.5061 3.6609 3.4887  -0.90
C -2.2793 3.4514 2.3690  0.36
C -1.8659 2.4507 1.4703  -0.27
N -0.7912 1.7095 1.6410  0.57
C -0.0594 1.8894 2.7670  -0.34
C -3.4853 4.2335 2.0927  -0.07
C -4.3691 4.7486 2.9998  -0.52
C -5.4342 5.4568 2.3914  -0.58
C -5.3412 5.4690 1.0338  -0.46
S -3.9643 4.6218 0.4827  -0.01
C 3.0398 0.4230 4.2089  -0.94
H 7.2267 -3.3800 2.3276  0.42
H 6.8256 -3.1926 4.9085  0.41
H 4.7369 -1.6921 5.4481  0.46
H 2.6078 -1.3581 1.3859  0.10
H 2.2105 2.3981 5.9014  0.48
H 0.2187 3.7976 5.5820  0.45
H -1.7613 4.4477 4.1880  0.60
H -2.4513 2.2689 0.5793  0.68
H -4.2717 4.6000 4.0662  0.47
H -6.2356 5.9321 2.9367  0.41
H -6.0075 5.9371 0.3279  0.43
H 3.7173 0.5644 5.0423  0.60
N 0.1421 -2.7112 0.5249  -0.39
C -1.2266 -3.0754 1.0288  -0.39
C -1.7212 -1.6555 1.2445  0.45
O -1.1527 -1.0151 2.1618  -0.46
O -2.2193 -1.0443 0.2490  -0.44
H 0.3748 -3.2999 -0.2692  0.25
H 0.8227 -2.8975 1.2538  0.31
H -1.1702 -3.6516 1.9477  0.51
H -1.7832 -3.6043 0.2622  0.06
C 3.8367 0.8292 -0.7512  -1.23
C 2.4528 1.3217 -1.1382  0.36
C 2.3202 1.5250 -2.6390  -1.17
O 1.4736 0.4052 -0.6701  0.22
H 4.6000 1.5199 -1.1099  0.46
H 4.0254 -0.1500 -1.1981  0.15
H 3.9342 0.7481 0.3330  0.26
H 2.2499 2.2789 -0.6448  0.34
H 2.5625 0.6153 -3.1880  0.18
H 2.9999 2.3152 -2.9623  0.54
H 1.3029 1.8304 -2.8890  0.19

Computed properties:
Energy relative to the best compared isomer or geometry (same formula, charge and spin)   19.8 kcal per mole
Total charge   +1
Calculated total energy   -3348.9235 hartree
E_HOMO   -0.36935 hartree

***

# 3
Density functional theory data (ωB97M-V with the def2-TZVPD basis set) for C3H5NO2 in the gas phase.

Last column: Mulliken charge in e.
Positions of all 11 atoms, in Å:
N 0.2399 -1.0893 1.2269  -0.40
C -0.5255 -1.0183 0.0043  0.30
O -1.6962 -1.4615 -0.2637  -0.58
C 0.1104 0.0926 -0.7584  0.34
C -0.1353 1.5177 -0.4667  -0.52
O 1.2582 0.9260 -0.0387  -0.45
H -0.0590 -1.8470 1.8575  0.25
H 1.2589 -0.9119 1.0647  0.27
H 0.4018 -0.3462 -1.8474  0.27
H 0.0344 2.2150 -1.1370  0.33
H -0.8877 1.9230 0.3583  0.20

Computed properties:
Energy relative to the best compared isomer or geometry (same formula, charge and spin)   77.3 kcal per mole
SMILES   NC(=O)[C@H]1CO1
Calculated total energy   -322.4511 hartree
E_HOMO   -0.37189 hartree

***

# 4
Density functional theory data (ωB97M-V with the def2-TZVPD basis set) for CF3I2P in the gas phase.

Last column: Mulliken charge in e.
Positions of all 7 atoms, in Å:
F 0.3500 1.6365 0.8576  -0.20
C 0.4175 0.6709 -0.0633  0.61
F 1.4792 -0.0812 0.2182  -0.18
F 0.6397 1.2603 -1.2407  -0.20
P -1.2388 -0.2488 -0.1236  -0.10
I -0.5724 -1.9512 -1.6920  0.04
I -1.0751 -1.2866 2.0438  0.04

Computed properties:
Energy relative to the best compared isomer or geometry (same formula, charge and spin)   0.0 kcal per mole
SMILES   FC(F)(F)P(I)I
Calculated total energy   -1274.4878 hartree
E_HOMO   -0.35346 hartree

***

> Look up the energy relative to the best compared isomer or geometry (same formula, charge and spin) of the fourth one.

0.0 kcal per mole

***

> Among the records above, which one has the highest E_HOMO?

C6H9NO2

***

> Which of these has the highest calculated total energy?

C3H5NO2